[1]
Molecular formula: C37H40N6OPdSSe
Method: DFT, the ωB97M-V functional and the def2-TZVPD basis

Each line ends with the Mulliken charge.
CARTESIAN COORDINATES (ANGSTROEM)
Pd -0.71 -0.02 0.18  0.82
S -4.78 0.64 -6.01  0.23
N -3.86 -0.58 -5.52  -0.64
C -3.31 -0.20 -4.37  0.84
C -2.38 -0.99 -3.58  0.12
C -1.89 -2.25 -3.94  -0.60
C -0.98 -2.87 -3.13  -1.15
C -0.56 -2.23 -1.96  -0.48
N -1.03 -1.05 -1.61  0.42
C -1.93 -0.42 -2.39  0.10
C -2.36 0.90 -1.96  0.13
N -1.86 1.35 -0.79  -0.16
C -2.09 2.60 -0.40  -0.20
C -2.90 3.45 -1.15  -1.12
C -3.47 2.99 -2.32  -0.46
C -3.19 1.69 -2.74  -0.04
C -3.70 1.10 -3.97  0.72
N -4.52 1.69 -4.82  -0.63
H -2.24 -2.71 -4.86  0.58
H -0.57 -3.84 -3.38  0.52
H 0.18 -2.68 -1.31  0.60
H -1.64 2.92 0.52  0.50
H -3.06 4.46 -0.80  0.49
H -4.12 3.62 -2.92  0.60
C 2.77 0.74 4.19  -1.24
C 2.67 -0.77 3.99  0.23
C 3.08 -1.22 2.59  -0.85
C 2.06 -0.87 1.52  -0.70
N 0.84 -1.70 1.63  2.29
C -0.40 -1.34 2.09  -1.08
Se -0.86 0.43 2.56  -0.09
N -1.19 -2.43 2.09  1.06
C -2.60 -2.48 2.50  -1.30
C -2.82 -3.18 3.84  -0.60
C -2.14 -2.52 5.04  -0.52
C -0.67 -2.90 5.24  -0.67
C -0.46 -3.52 1.64  0.53
C -0.83 -4.84 1.43  -1.43
C 0.14 -5.67 0.92  -0.82
C 1.43 -5.21 0.61  -1.00
C 1.79 -3.89 0.80  -0.91
C 0.82 -3.05 1.34  0.57
H 2.51 1.01 5.21  0.40
H 2.10 1.28 3.52  0.14
H 3.79 1.09 4.00  0.35
H 1.66 -1.11 4.21  -0.33
H 3.32 -1.27 4.72  0.48
H 3.28 -2.30 2.57  0.42
H 4.02 -0.73 2.31  0.57
H 2.45 -1.02 0.51  0.41
H 1.75 0.17 1.60  -0.26
H -3.15 -2.97 1.71  0.47
H -2.93 -1.44 2.57  0.49
H -2.51 -4.23 3.77  0.31
H -3.90 -3.19 3.99  0.47
H -2.68 -2.82 5.94  0.42
H -2.26 -1.44 4.98  0.20
H -0.57 -3.98 5.37  0.34
H -0.27 -2.41 6.12  0.38
H -0.04 -2.61 4.39  -0.10
H -1.82 -5.21 1.66  0.52
H -0.09 -6.72 0.75  0.50
H 2.16 -5.90 0.21  0.49
H 2.79 -3.54 0.56  0.57
C 1.87 6.94 -2.36  -1.54
C 1.85 5.44 -2.29  0.45
C 1.75 4.77 -1.07  -1.23
C 1.75 3.39 -0.99  1.15
C 1.68 2.75 0.37  -0.89
C 1.88 2.64 -2.18  0.96
C 1.91 1.18 -2.18  -0.86
O 1.53 0.43 -1.28  -0.30
C 2.01 3.30 -3.42  1.13
C 2.18 2.55 -4.73  -1.79
C 1.98 4.68 -3.45  -0.83
H 1.59 7.39 -1.41  0.37
H 1.20 7.30 -3.13  0.39
H 2.88 7.29 -2.61  0.33
H 1.67 5.36 -0.16  0.36
H 1.71 3.52 1.14  0.44
H 2.51 2.06 0.53  0.32
H 0.75 2.18 0.48  -0.17
H 2.29 0.72 -3.10  0.28
H 1.31 1.94 -4.96  0.36
H 3.05 1.90 -4.72  0.40
H 2.31 3.26 -5.54  0.38
H 2.08 5.19 -4.40  0.41

Calculated values
- molar mass (g mol⁻¹) = 802.22
- E (a.u.) = -4764.802480
- charge = +2
- Kohn-Sham gap (alpha / beta) (eV) = 6.187 / 6.190
- HOMO energy (alpha / beta) (eV) = -13.5 / -13.5

=====

[2]
Molecular formula: C37H41AgN9O9PS5
Method: DFT, the ωB97M-V functional and the def2-TZVPD basis

Each line ends with the Mulliken charge.
CARTESIAN COORDINATES (ANGSTROEM)
Ag -0.47 -0.62 1.24  3.18
N 6.79 0.48 0.77  -0.64
C 5.51 0.58 1.35  1.10
C 4.37 0.39 0.58  -0.51
C 3.11 0.46 1.15  0.27
C 2.98 0.73 2.51  -0.57
C 4.11 0.93 3.29  -0.55
C 5.37 0.85 2.72  -0.84
S 1.39 0.76 3.26  1.24
O 1.56 1.34 4.57  -0.75
O 0.49 1.46 2.35  -0.65
N 1.04 -0.81 3.22  -0.11
C 0.38 -1.47 4.24  -0.04
N 0.64 -1.19 5.53  -0.61
C -0.08 -1.83 6.44  -0.32
C -1.02 -2.80 6.13  -0.72
C -1.11 -3.11 4.79  0.10
N -0.43 -2.49 3.84  -0.06
H 6.79 0.64 -0.22  0.25
H 7.49 1.04 1.23  0.21
H 4.46 0.20 -0.49  0.31
H 2.23 0.34 0.53  -0.48
H 3.98 1.14 4.35  0.52
H 6.26 1.01 3.32  0.27
H 0.12 -1.56 7.47  0.38
H -1.62 -3.28 6.88  0.38
H -1.76 -3.92 4.45  0.27
N 2.87 -2.56 1.97  -0.21
C 2.78 -2.94 0.68  0.43
N 1.74 -2.80 -0.07  0.13
C 1.97 -3.34 -1.33  -0.93
C 1.06 -3.34 -2.39  0.32
C 1.43 -3.89 -3.61  -0.65
C 2.70 -4.43 -3.80  -0.42
C 3.63 -4.43 -2.76  -0.44
C 3.25 -3.88 -1.54  0.63
S 4.19 -3.73 -0.09  -0.41
H 2.12 -1.95 2.32  -0.09
H 3.79 -2.40 2.35  0.33
H 0.08 -2.91 -2.25  0.16
H 0.72 -3.88 -4.43  0.41
H 2.97 -4.86 -4.76  0.35
H 4.62 -4.84 -2.89  0.37
O -2.10 0.27 4.68  -0.66
C -2.59 0.62 3.63  -0.17
N -2.56 -0.07 2.44  -0.26
S -3.35 0.69 1.28  1.09
O -2.48 1.09 0.18  -0.47
O -4.55 -0.01 0.86  -0.78
C -3.85 2.10 2.23  -0.21
C -4.71 3.14 1.91  -0.70
C -5.04 4.03 2.93  -0.49
C -4.53 3.86 4.22  -0.50
C -3.69 2.80 4.52  -0.52
C -3.36 1.92 3.50  0.36
H -5.09 3.27 0.91  0.48
H -5.71 4.85 2.72  0.38
H -4.81 4.56 5.00  0.36
H -3.28 2.63 5.51  0.50
O -3.16 2.09 -3.23  -0.58
C -3.48 0.77 -3.59  -0.42
N -3.36 -0.11 -2.45  0.59
C -3.94 -1.33 -2.40  0.10
O -4.70 -1.77 -3.26  -0.78
C -3.52 -2.12 -1.20  0.43
C -4.37 -2.92 -0.47  -0.39
C -3.87 -3.53 0.67  -0.60
C -2.55 -3.31 1.04  -0.53
N -1.72 -2.55 0.32  -0.21
C -2.21 -2.00 -0.78  -0.71
H -2.25 2.10 -2.87  0.19
H -2.82 0.43 -4.40  0.24
H -4.50 0.75 -3.95  0.40
H -2.81 0.21 -1.66  -0.48
H -5.40 -3.03 -0.76  0.44
H -4.51 -4.15 1.30  0.39
H -2.13 -3.73 1.94  0.27
H -1.53 -1.37 -1.35  0.92
C -0.22 4.95 -1.36  -1.26
C -0.21 4.20 -2.68  0.56
C 0.83 4.71 -3.66  -1.38
O -0.12 2.78 -2.45  0.15
P 1.21 1.89 -2.12  -0.32
S 2.58 2.88 -1.14  -0.53
S 0.48 0.19 -1.42  -0.45
O 1.81 1.69 -3.62  -0.37
C 1.69 0.61 -4.55  0.25
C 0.24 0.30 -4.89  -0.81
C 2.47 -0.62 -4.11  -0.87
H -0.51 5.99 -1.53  0.44
H 0.77 4.92 -0.90  0.24
H -0.93 4.49 -0.67  0.22
H -1.19 4.31 -3.14  0.28
H 1.84 4.57 -3.26  0.26
H 0.66 5.77 -3.85  0.46
H 0.77 4.17 -4.61  0.26
H 2.17 1.02 -5.45  0.29
H -0.27 -0.15 -4.03  -0.20
H 0.20 -0.40 -5.73  0.58
H -0.29 1.21 -5.17  0.31
H 2.06 -1.03 -3.19  -0.21
H 3.52 -0.35 -3.94  0.32
H 2.43 -1.39 -4.89  0.48

Calculated values
- molar mass (g mol⁻¹) = 1054.97
- E (a.u.) = -5084.076415
- charge = -2
- Kohn-Sham gap (eV) = 6.820
- HOMO energy (eV) = -2.9

=====

[3]
Molecular formula: C37H41Br2CsN8O4
Method: DFT, the ωB97M-V functional and the def2-TZVPD basis

Each line ends with the Mulliken charge.
CARTESIAN COORDINATES (ANGSTROEM)
Cs 0.61 0.56 -0.12  0.96
O -0.77 -4.19 1.38  -0.91
C -1.24 -4.41 2.56  0.54
C -1.42 -5.71 3.09  -0.64
C -1.93 -5.92 4.36  -0.31
C -2.29 -4.85 5.18  -0.74
C -2.12 -3.56 4.68  -0.41
C -1.61 -3.33 3.42  -0.05
C -1.47 -1.92 2.89  0.41
O -0.33 -1.75 2.09  -0.12
N -2.69 -1.58 2.14  -0.04
N -2.72 -0.30 1.71  -0.29
C -3.33 -0.04 0.63  -0.56
C -3.55 1.32 0.13  0.73
Br -2.79 2.72 1.16  -0.08
C -4.28 1.53 -0.96  -0.69
C -4.72 2.78 -1.62  0.42
C -5.99 2.80 -2.21  -0.48
C -6.46 3.92 -2.86  -0.54
C -5.67 5.06 -2.94  -0.35
C -4.40 5.05 -2.38  -0.75
C -3.93 3.92 -1.73  -0.31
H -0.26 -2.65 1.64  0.20
H -1.14 -6.55 2.46  0.38
H -2.05 -6.93 4.73  0.31
H -2.68 -5.01 6.18  0.35
H -2.39 -2.70 5.30  0.34
H -1.43 -1.20 3.71  -0.22
H -2.86 -2.27 1.40  0.37
H -3.76 -0.83 0.01  0.17
H -4.66 0.62 -1.43  0.27
H -6.60 1.90 -2.15  0.37
H -7.45 3.91 -3.30  0.34
H -6.04 5.94 -3.45  0.36
H -3.76 5.92 -2.44  0.43
H -2.93 3.94 -1.31  0.52
C 0.81 0.25 4.90  -1.33
C 1.40 1.39 4.12  0.64
C 2.62 1.95 4.45  -0.46
C 3.16 2.95 3.67  -0.60
C 2.44 3.32 2.55  0.18
Br 3.18 4.65 1.39  -0.22
N 1.28 2.83 2.19  -0.23
C 0.76 1.88 2.99  -0.59
H 1.13 0.27 5.94  0.48
H 1.14 -0.70 4.45  0.20
H -0.27 0.27 4.86  0.28
H 3.16 1.59 5.32  0.37
H 4.11 3.40 3.90  0.41
H -0.21 1.48 2.70  0.72
C 1.50 -2.77 -1.65  -0.82
N 2.42 -1.89 -0.95  0.62
C 3.45 -1.41 -1.84  -1.00
C 2.97 -2.56 0.23  -0.70
C 3.98 -1.75 1.04  0.12
C 5.14 -2.43 1.42  -0.66
C 6.11 -1.82 2.20  -0.65
C 5.93 -0.50 2.58  -0.55
C 4.77 0.17 2.18  -0.48
C 3.73 -0.41 1.42  0.39
H 2.02 -3.65 -2.08  0.30
H 1.01 -2.23 -2.46  0.18
H 0.74 -3.14 -0.96  0.14
H 4.08 -2.23 -2.23  0.27
H 4.10 -0.71 -1.31  0.30
H 3.00 -0.89 -2.69  0.24
H 3.49 -3.48 -0.10  0.16
H 2.13 -2.86 0.85  -0.06
H 5.29 -3.46 1.10  0.25
H 7.01 -2.37 2.49  0.32
H 6.68 0.01 3.18  0.33
H 4.68 1.21 2.49  0.34
O 0.84 2.43 -2.41  -0.43
N 0.85 1.88 -3.54  -0.61
N 0.07 0.85 -3.64  0.90
O -0.71 0.41 -2.69  -0.63
C 0.09 0.17 -4.89  -0.17
C -0.76 -0.92 -5.04  -0.18
C -0.76 -1.64 -6.23  -0.54
C 0.08 -1.28 -7.27  -0.42
C 0.94 -0.19 -7.11  -0.45
C 0.95 0.53 -5.93  -0.36
H -1.39 -1.18 -4.21  0.46
H -1.42 -2.49 -6.34  0.34
H 0.09 -1.85 -8.19  0.36
H 1.61 0.09 -7.91  0.35
H 1.62 1.37 -5.80  0.44
N 0.56 5.25 -1.14  -0.74
N -0.72 4.91 -1.70  -0.30
H 1.25 4.60 -1.49  0.31
H 0.50 5.09 -0.14  0.27
H -0.68 3.93 -2.00  0.28
H -0.81 5.44 -2.56  0.22

Calculated values
- molar mass (g mol⁻¹) = 954.50
- E (a.u.) = -7341.560929
- charge = -2
- Kohn-Sham gap (eV) = 4.965
- HOMO energy (eV) = -1.2

=====

[4]
Molecular formula: C37H41Cl5N2NbOSi2Te
Method: DFT, the ωB97M-V functional and the def2-TZVPD basis

Each line ends with the Mulliken charge.
CARTESIAN COORDINATES (ANGSTROEM)
Nb 8.84 -18.77 -15.71  -1.12
Cl 11.59 -21.02 -14.24  -0.12
C 11.63 -19.23 -14.01  0.63
C 10.79 -18.44 -14.83  -0.31
C 11.00 -17.03 -14.89  0.47
Cl 10.10 -16.14 -16.03  -0.15
C 12.05 -16.39 -14.22  0.22
Cl 12.30 -14.72 -14.45  -0.17
C 12.86 -17.20 -13.42  0.23
Cl 14.49 -16.76 -12.88  -0.17
C 12.52 -18.63 -13.15  0.31
Cl 13.35 -19.46 -11.97  -0.16
C 8.62 -19.50 -11.75  -0.86
Si 7.71 -20.70 -12.99  -0.09
C 8.00 -22.40 -12.36  -1.06
C 5.87 -20.24 -13.00  -0.93
N 8.39 -20.46 -14.67  0.55
C 8.02 -21.45 -15.57  0.51
C 6.86 -22.31 -15.47  -0.59
C 6.56 -23.25 -16.39  -1.01
C 7.47 -23.44 -17.48  -0.91
C 8.70 -22.85 -17.48  -0.78
C 8.89 -21.63 -16.67  0.63
N 9.61 -20.53 -17.09  0.69
Si 10.75 -20.73 -18.40  0.07
C 9.83 -21.29 -19.94  -1.06
C 11.99 -22.20 -17.90  -1.12
C 11.67 -19.24 -19.06  -1.12
H 7.80 -19.06 -11.12  0.31
H 8.98 -18.60 -12.39  0.01
H 9.52 -19.91 -11.26  0.32
H 7.98 -22.59 -11.26  0.38
H 9.04 -22.72 -12.64  0.28
H 7.36 -23.17 -12.84  0.36
H 5.54 -19.60 -12.19  0.48
H 5.08 -20.96 -13.27  0.44
H 5.77 -19.47 -13.82  0.12
H 6.36 -22.21 -14.57  0.45
H 5.75 -23.96 -16.33  0.42
H 7.24 -24.25 -18.16  0.43
H 9.45 -23.31 -18.10  0.58
H 9.43 -22.29 -20.07  0.41
H 10.51 -21.12 -20.74  0.45
H 8.90 -20.63 -19.95  0.13
H 11.72 -23.12 -18.34  0.38
H 12.11 -22.22 -16.82  0.17
H 12.96 -21.91 -18.30  0.44
H 11.12 -18.82 -19.93  0.29
H 12.63 -19.61 -19.24  0.45
H 11.81 -18.42 -18.30  0.18
C 7.31 -16.58 -19.16  -1.42
C 7.32 -17.85 -18.34  0.63
C 6.26 -18.81 -18.50  -0.64
O 8.28 -18.14 -17.53  -0.20
H 7.25 -16.85 -20.24  0.42
H 8.20 -15.96 -19.09  0.29
H 6.46 -15.97 -18.79  0.38
H 5.34 -18.26 -18.43  0.46
H 6.37 -19.60 -17.69  0.00
H 6.36 -19.28 -19.49  0.34
C 11.12 -15.83 -7.12  -1.16
Te 12.34 -14.73 -5.62  0.15
C 11.06 -15.93 -4.26  -1.09
C 10.02 -16.71 -5.09  0.55
C 9.12 -17.57 -4.51  -0.55
C 8.64 -18.68 -5.23  -0.61
C 8.73 -18.59 -6.63  -0.24
C 9.36 -17.55 -7.26  -0.96
C 10.17 -16.69 -6.46  0.59
H 11.85 -16.42 -7.77  0.40
H 10.53 -15.05 -7.57  0.46
H 10.61 -15.28 -3.49  0.48
H 11.80 -16.72 -3.85  0.36
H 8.93 -17.48 -3.42  0.34
H 8.24 -19.55 -4.73  0.41
H 8.29 -19.37 -7.21  0.40
H 9.28 -17.46 -8.36  0.47
C 7.49 -17.71 -14.82  0.34
C 6.72 -16.92 -14.28  0.62
C 6.05 -15.83 -13.70  0.16
C 6.15 -14.52 -14.33  -0.59
C 5.54 -13.40 -13.87  -0.55
C 4.76 -13.52 -12.69  -0.46
C 4.61 -14.78 -12.11  -0.48
C 5.34 -15.93 -12.51  -0.39
H 6.79 -14.43 -15.15  0.47
H 5.51 -12.46 -14.42  0.39
H 4.53 -12.62 -12.13  0.38
H 3.96 -14.88 -11.22  0.35
H 5.35 -16.86 -11.94  0.43

Calculated values
- molar mass (g mol⁻¹) = 983.69
- E (a.u.) = -4823.849107
- charge = +1
- Kohn-Sham gap (alpha / beta) (eV) = 4.687 / 4.694
- HOMO energy (alpha / beta) (eV) = -9.1 / -9.1

=====

[5]
Molecular formula: C37H41FeN10
Method: DFT, the ωB97M-V functional and the def2-TZVPD basis

Each line ends with the Mulliken spin population.
CARTESIAN COORDINATES (ANGSTROEM)
Fe 0.57 0.60 -0.14  3.69
C 2.85 -1.10 1.21  0.01
N 1.68 -0.38 1.73  0.04
C 2.02 0.73 2.62  0.00
C 2.34 1.94 1.80  -0.01
N 2.00 2.05 0.53  0.05
C 2.41 3.33 0.14  0.02
C 2.34 3.97 -1.09  0.01
C 2.85 5.25 -1.18  0.00
C 3.44 5.88 -0.07  0.00
C 3.54 5.25 1.15  0.00
C 3.02 3.96 1.23  -0.01
N 2.95 3.04 2.27  0.01
C 2.63 -1.51 -0.21  0.02
N 1.80 -0.90 -1.02  0.04
C 1.97 -1.50 -2.27  0.00
C 1.38 -1.22 -3.50  -0.03
C 1.77 -1.99 -4.58  0.00
C 2.72 -3.02 -4.44  0.00
C 3.31 -3.30 -3.23  0.00
C 2.93 -2.51 -2.15  -0.01
N 3.32 -2.49 -0.82  0.00
H 3.71 -0.43 1.24  0.00
H 3.11 -1.97 1.83  0.00
H 1.08 -1.03 2.24  0.00
H 1.14 0.95 3.24  0.00
H 2.84 0.50 3.31  0.00
H 1.91 3.48 -1.95  0.00
H 2.81 5.78 -2.12  0.00
H 3.84 6.88 -0.18  0.00
H 4.01 5.73 2.00  0.00
H 3.33 3.16 3.20  0.00
H 0.64 -0.44 -3.60  0.03
H 1.34 -1.80 -5.55  0.00
H 2.99 -3.60 -5.31  0.00
H 4.05 -4.09 -3.13  0.00
H 4.01 -3.08 -0.40  0.00
N -1.06 -0.92 0.22  0.08
C -1.53 -0.72 1.58  -0.08
C -1.96 -1.73 2.39  0.00
C -2.44 -1.45 3.70  0.00
C -2.49 -0.16 4.16  0.00
C -2.02 0.90 3.35  0.00
C -2.00 2.25 3.77  0.00
C -1.47 3.20 2.95  0.00
C -0.92 2.81 1.72  0.00
N -0.94 1.57 1.28  0.05
C -1.51 0.61 2.06  0.05
H -1.84 -0.80 -0.42  0.01
H -0.75 -1.88 0.08  -0.02
H -1.96 -2.75 2.04  0.01
H -2.77 -2.27 4.32  0.00
H -2.88 0.06 5.14  0.00
H -2.41 2.51 4.74  0.00
H -1.45 4.25 3.24  0.00
H -0.44 3.55 1.08  0.00
C -2.10 2.22 -4.26  0.02
C -0.69 2.73 -3.98  -0.01
C 0.15 2.72 -5.25  0.00
C -0.76 4.15 -3.41  0.00
N -0.03 1.77 -3.08  0.02
N -0.46 1.77 -1.72  0.02
H -2.63 2.90 -4.93  0.00
H -2.69 2.15 -3.35  0.00
H -2.06 1.24 -4.73  0.00
H -0.33 3.31 -6.03  0.00
H 0.27 1.70 -5.62  0.00
H 1.14 3.14 -5.07  0.00
H -1.18 4.82 -4.17  0.00
H 0.23 4.54 -3.14  0.00
H -1.42 4.23 -2.54  0.00
H 0.98 1.87 -3.09  0.00
H -1.41 1.40 -1.71  0.01
H -0.55 2.73 -1.37  0.00
C -2.81 -2.32 -3.49  0.61
C -2.32 -3.05 -2.41  -0.08
C -0.95 -3.42 -2.36  0.14
C -0.42 -4.04 -1.26  -0.06
C -1.25 -4.33 -0.16  0.18
C -2.62 -4.05 -0.21  -0.05
C -3.15 -3.42 -1.31  0.16
C -0.65 -4.81 1.05  -0.05
N -0.12 -5.08 2.04  0.09
H -3.86 -2.05 -3.58  0.00
H -2.16 -2.02 -4.30  0.03
H -0.32 -3.21 -3.21  0.02
H 0.62 -4.32 -1.23  0.00
H -3.26 -4.33 0.62  0.00
H -4.21 -3.20 -1.35  0.00

Calculated values
- multiplicity = 6
- molar mass (g mol⁻¹) = 681.65
- E (a.u.) = -3245.441108
- charge = +2
- Kohn-Sham gap (alpha / beta) (eV) = 6.989 / 8.016
- HOMO energy (alpha / beta) (eV) = -12.3 / -13.8

=====

Question: The lowest molar mass belongs to which entry?
Answer: C37H41FeN10

=====

Question: The lowest E belongs to which entry?
Answer: C37H41Br2CsN8O4